No. 1
Below is a cluster of 7 separate species, C51H62BBr2F3NO5 in total, with properties calculated with ωB97M-V with the def2-TZVPD basis set.

**HOMO**: -4.8568 eV
**Total charge**: -1
**Spin multiplicity**: 1

Geometry (Å):
C: -5.290 -2.344 3.486
O: -5.493 -1.074 2.917
C: -4.668 -0.823 1.784
C: -5.496 -0.357 0.603
C: -4.657 -0.125 -0.652
C: -4.018 1.264 -0.725
C: -2.903 1.377 -1.782
C: -1.530 1.828 -1.270
C: -0.589 0.848 -0.504
C: 0.228 1.687 0.514
O: 1.631 1.437 0.313
N: 2.326 1.808 1.489
O: 2.644 2.936 1.470
O: 0.273 0.196 -1.383
B: -0.470 -0.962 -1.980
C: 0.518 -2.237 -2.195
O: -1.555 -1.224 -0.918
C: -1.349 -0.342 0.138
C: -0.542 -1.023 1.271
C: -1.093 -2.423 1.518
C: -0.097 -3.378 2.135
F: 1.076 -3.391 1.450
Br: 0.330 -2.832 3.958
C: -0.630 -4.834 2.087
F: -0.498 -5.284 0.833
F: -1.942 -4.846 2.390
Br: 0.234 -6.125 3.255
H: -5.472 -3.146 2.758
H: -5.995 -2.451 4.310
H: -4.271 -2.460 3.877
H: -3.925 -0.065 2.060
H: -4.119 -1.732 1.509
H: -6.269 -1.111 0.423
H: -6.010 0.571 0.881
H: -5.293 -0.244 -1.535
H: -3.875 -0.888 -0.737
H: -3.634 1.550 0.263
H: -4.816 1.981 -0.951
H: -2.799 0.436 -2.322
H: -3.205 2.127 -2.520
H: -0.939 2.135 -2.138
H: -1.695 2.732 -0.666
H: -0.015 1.427 1.548
H: 0.042 2.756 0.383
H: -1.044 -0.640 -3.032
H: 1.568 -1.999 -1.989
H: 0.229 -3.051 -1.517
H: 0.461 -2.638 -3.213
H: -2.308 -0.017 0.561
H: 0.513 -1.071 0.989
H: -0.623 -0.447 2.196
H: -1.957 -2.388 2.183
H: -1.415 -2.837 0.557
C: 7.533 -0.005 2.621
C: 7.752 0.286 3.961
C: 7.015 1.285 4.583
C: 6.060 1.992 3.864
C: 5.844 1.701 2.524
C: 6.580 0.702 1.902
H: 8.104 -0.788 2.137
H: 8.493 -0.269 4.522
H: 7.182 1.509 5.629
H: 5.479 2.767 4.348
H: 5.098 2.248 1.965
H: 6.403 0.475 0.858
C: -8.595 1.132 -2.602
C: -8.299 1.021 -1.250
C: -8.051 2.162 -0.499
C: -8.101 3.413 -1.099
C: -8.397 3.523 -2.451
C: -8.644 2.383 -3.202
H: -8.777 0.241 -3.190
H: -8.245 0.047 -0.783
H: -7.810 2.074 0.552
H: -7.903 4.302 -0.514
H: -8.428 4.498 -2.921
H: -8.866 2.468 -4.258
C: 5.275 2.863 -1.962
C: 6.114 2.451 -2.990
C: 5.885 1.237 -3.625
C: 4.816 0.438 -3.237
C: 3.977 0.848 -2.210
C: 4.214 2.059 -1.572
H: 5.451 3.809 -1.464
H: 6.945 3.077 -3.294
H: 6.534 0.913 -4.430
H: 4.632 -0.503 -3.740
H: 3.125 0.248 -1.911
H: 3.546 2.364 -0.780
C: -1.698 -9.398 4.585
C: -3.081 -9.458 4.684
C: -3.697 -10.621 5.125
C: -2.930 -11.726 5.468
C: -1.546 -11.667 5.369
C: -0.931 -10.504 4.928
H: -1.221 -8.490 4.240
H: -3.678 -8.596 4.414
H: -4.776 -10.667 5.199
H: -3.410 -12.634 5.811
H: -0.947 -12.529 5.635
H: 0.148 -10.458 4.848
C: -2.029 7.631 0.248
C: -3.362 7.413 -0.072
C: -3.965 6.205 0.249
C: -3.236 5.216 0.893
C: -1.903 5.434 1.214
C: -1.299 6.641 0.890
H: -1.558 8.571 -0.008
H: -3.930 8.184 -0.578
H: -5.002 6.030 -0.010
H: -3.701 4.268 1.136
H: -1.333 4.658 1.709
H: -0.256 6.805 1.132
C: 9.206 2.113 -5.227
C: 8.488 2.978 -6.041
C: 9.085 3.521 -7.171
C: 10.398 3.200 -7.486
C: 11.115 2.334 -6.672
C: 10.519 1.790 -5.543
H: 8.741 1.690 -4.346
H: 7.462 3.224 -5.796
H: 8.524 4.195 -7.807
H: 10.862 3.623 -8.368
H: 12.138 2.081 -6.919
H: 11.076 1.114 -4.907

No. 2
Below is a structure of composition C51H63IN5O7PRbSb, with properties calculated with ωB97M-V with the def2-TZVPD basis set.

**HOMO**: -2.7682 eV
**Total charge**: -2
**ΔE to the lowest compared entry with this formula, charge and spin**: 11.50 kcal per mole
**Spin multiplicity**: 1

Geometry (Å):
Rb: -4.451 2.847 22.548
C: -0.101 3.178 22.204
O: 0.331 2.628 23.452
C: -0.698 2.364 24.412
C: -0.484 2.962 25.653
C: -1.248 2.635 26.767
C: -2.339 1.772 26.559
C: -2.629 1.257 25.292
C: -3.889 0.485 24.976
N: -5.121 0.745 25.272
N: -5.452 1.708 26.208
C: -6.121 2.765 25.849
O: -6.490 3.034 24.644
C: -6.499 3.756 26.846
C: -6.006 3.805 28.137
C: -6.492 4.797 29.053
C: -7.420 5.706 28.611
C: -7.733 5.800 27.291
C: -7.233 4.836 26.395
C: -1.781 1.481 24.219
O: -2.029 0.961 23.084
H: 0.007 4.201 22.018
H: 0.283 2.587 21.394
H: -1.150 3.133 22.249
H: 0.384 3.593 25.718
H: -1.055 3.071 27.731
H: -2.976 1.580 27.405
H: -3.791 -0.359 24.216
H: -5.302 3.101 28.585
H: -6.237 4.703 30.155
H: -7.962 6.366 29.185
H: -8.391 6.562 26.900
H: -7.557 4.917 25.383
I: -3.434 5.769 20.386
C: -3.599 7.521 21.609
C: -2.431 7.621 22.352
C: -2.203 8.754 23.141
C: -3.108 9.789 23.160
C: -4.261 9.729 22.327
C: -5.136 10.812 22.359
C: -6.340 10.765 21.721
C: -6.660 9.560 21.021
C: -5.837 8.430 20.920
P: -6.526 6.819 20.378
C: -8.271 7.276 20.862
C: -9.294 7.360 19.897
C: -10.604 7.566 20.240
C: -10.947 7.708 21.589
C: -9.960 7.718 22.552
C: -8.657 7.461 22.248
C: -6.623 6.952 18.592
C: -6.514 8.138 17.859
C: -6.535 8.089 16.469
C: -6.641 6.916 15.765
C: -6.800 5.718 16.461
C: -6.697 5.721 17.860
C: -4.536 8.575 21.511
H: -1.712 6.818 22.302
H: -1.257 8.716 23.714
H: -2.937 10.597 23.842
H: -4.691 11.643 22.923
H: -6.997 11.625 21.659
H: -7.624 9.652 20.511
H: -8.957 7.197 18.857
H: -11.429 7.518 19.492
H: -11.940 7.942 21.826
H: -10.297 7.941 23.565
H: -7.972 7.361 23.098
H: -6.341 9.019 18.443
H: -6.440 8.949 15.857
H: -6.637 6.914 14.708
H: -6.922 4.756 15.961
H: -6.806 4.820 18.370
O: -6.590 3.072 20.426
H: -6.423 3.961 20.721
H: -7.457 3.065 19.909
O: -3.729 2.981 18.713
H: -3.204 2.370 19.209
H: -4.655 2.804 18.922
O: -5.990 5.817 23.464
H: -6.046 5.085 24.140
H: -6.092 5.301 22.606
O: -2.125 1.339 20.471
H: -2.051 1.205 21.493
H: -2.815 0.673 20.241
N: -11.167 6.684 17.175
C: -11.094 5.521 17.375
N: -11.086 4.234 17.752
C: -10.030 3.797 18.367
N: -9.119 3.246 18.864
C: -4.723 -4.068 21.252
C: -3.925 -2.771 21.355
C: -3.065 -2.637 20.083
C: -2.855 -2.687 22.539
Sb: -5.259 -1.072 21.618
C: -6.822 -1.929 22.814
C: -6.167 -2.507 24.031
C: -7.810 -2.916 22.147
C: -7.610 -0.721 23.306
C: -6.060 -1.004 19.593
C: -6.375 -2.317 18.850
C: -5.092 -0.196 18.716
C: -7.381 -0.163 19.759
H: -3.934 -4.845 21.257
H: -5.302 -4.162 20.282
H: -5.411 -4.314 22.054
H: -2.153 -3.243 20.122
H: -2.651 -1.632 19.989
H: -3.639 -2.930 19.209
H: -2.103 -3.465 22.334
H: -3.351 -2.907 23.488
H: -2.367 -1.712 22.591
H: -5.554 -3.398 23.885
H: -6.881 -2.642 24.803
H: -5.389 -1.827 24.474
H: -7.296 -3.807 21.687
H: -8.481 -2.433 21.432
H: -8.434 -3.336 22.907
H: -6.941 -0.076 23.860
H: -8.403 -1.074 23.987
H: -8.104 -0.177 22.487
H: -5.503 -2.900 18.643
H: -6.881 -2.048 17.895
H: -7.076 -2.954 19.497
H: -4.342 -0.810 18.384
H: -4.578 0.694 19.201
H: -5.608 0.229 17.844
H: -8.158 -0.668 20.330
H: -7.796 0.115 18.784
H: -7.164 0.834 20.312

no.,maximum force (hartree/bohr)
1,0.0063
2,0.0598